1.
Formula: C30H45CaO23
Source: the OMol25 dataset
Level of theory: ωB97M-V/def2-TZVPD

Geometry as ORCA input:
```
! wB97M-V def2-TZVPD RIJCOSX def2/J DEFGRID3
* xyz 1 1
Ca 4.4331 2.1192 4.0833
C -0.2588 1.2060 0.7994
C 0.9712 1.3768 1.6953
O 2.0961 1.3774 1.1737
O 0.8595 1.4464 2.9139
H -1.1194 0.7118 1.2501
H -0.0976 0.6443 -0.1208
H -0.7282 2.1737 0.6226
C -0.5507 0.3263 -6.5405
C -0.3386 1.6263 -7.3706
C 0.9516 1.9352 -8.1370
O 0.4666 2.2610 -9.3891
C -0.8487 2.0269 -9.4929
O -1.4764 2.1623 -10.5623
O -1.3702 1.7237 -8.3542
H -0.2222 -0.5765 -7.0554
H -1.5727 0.2010 -6.1829
H 0.0602 0.4272 -5.6434
H -0.4255 2.4200 -6.6287
H 1.7161 1.1629 -8.0526
H 1.3676 2.8827 -7.7946
C -4.0151 0.6620 4.8967
C -4.2166 2.1493 4.3401
C -5.1021 2.2851 3.0675
O -6.0089 3.2391 3.4598
C -5.7999 3.6496 4.7440
O -6.3520 4.6267 5.3053
O -4.8213 2.9489 5.2866
H -3.6604 -0.0218 4.1255
H -4.8790 0.3817 5.4994
H -3.1874 0.6343 5.6055
H -3.1983 2.5070 4.1881
H -5.5323 1.2930 2.9307
H -4.4791 2.6231 2.2394
C -1.6859 -4.4278 -3.0764
C -3.0481 -3.8584 -2.5768
C -4.2416 -4.8064 -2.5176
O -4.9430 -4.3109 -1.4321
C -4.1207 -3.6348 -0.6217
O -4.4726 -3.1569 0.4741
O -2.9127 -3.5632 -1.2113
H -1.6424 -4.4349 -4.1656
H -1.2823 -5.3764 -2.7223
H -0.9386 -3.7468 -2.6692
H -3.4281 -2.9806 -3.0993
H -3.9476 -5.8429 -2.3524
H -4.8825 -4.8352 -3.3988
C 4.7583 1.5660 -3.7370
C 5.1216 0.1100 -3.9598
C 4.3443 -0.9097 -3.1405
O 3.8862 -1.8113 -4.1209
C 4.1697 -1.3188 -5.4022
O 3.7050 -1.7310 -6.4455
O 4.8615 -0.2207 -5.3248
H 4.7786 1.9296 -2.7097
H 3.7140 1.8011 -3.9423
H 5.3848 2.2455 -4.3149
H 6.1828 -0.0314 -3.7549
H 3.5735 -0.4021 -2.5606
H 5.0382 -1.4268 -2.4777
C -0.7055 -3.2250 9.1385
C 0.3445 -2.2246 9.4041
C 1.6942 -2.7260 9.8900
O 2.6823 -2.2412 9.0774
C 2.1387 -1.6701 8.0390
O 2.8312 -1.2723 7.0724
O 0.7614 -1.6571 8.1758
H -1.4660 -2.7935 8.4877
H -1.1269 -3.4810 10.1106
H -0.2485 -4.1491 8.7846
H 0.0040 -1.3692 9.9876
H 1.7077 -3.8158 9.8815
H 1.8472 -2.5116 10.9477
C 2.0702 -4.5817 1.5271
C 1.7415 -4.5585 3.0134
C 0.2678 -4.6359 3.4190
O 0.2312 -5.6401 4.4230
C 1.5110 -6.2411 4.5493
O 1.8033 -7.1680 5.3243
O 2.3137 -5.6850 3.6261
H 3.1549 -4.4970 1.4598
H 1.6444 -3.6665 1.1158
H 1.6470 -5.3967 0.9400
H 2.1626 -3.6487 3.4413
H -0.2692 -4.9525 2.5249
H -0.0062 -3.6336 3.7483
C 1.3835 6.4275 -2.1448
C 0.3170 7.0916 -3.0647
C 0.6743 8.5306 -3.3736
O 0.5143 8.7058 -4.7483
C 0.5952 7.4772 -5.3361
O 0.6999 7.2916 -6.5611
O 0.4030 6.5315 -4.3662
H 2.3664 6.3582 -2.6109
H 1.1412 5.4280 -1.7837
H 1.5092 7.0392 -1.2514
H -0.7181 7.1508 -2.7284
H 1.6738 8.7536 -3.0001
H 0.0706 9.2181 -2.7812
*
```

Energy above the lowest of the compared OMol25 structures with the same formula, charge and spin: 242.9 kcal per mole
HOMO energy: -11.3 eV
Calculated total energy: -3577.890003 hartree
Molecular weight: 813.75 g/mol
HOMO-LUMO gap: 3.55 eV
LUMO level: -7.8 eV



2.
Formula: C30H45N6O4Se2V
Source: the OMol25 dataset
Level of theory: ωB97M-V/def2-TZVPD

Geometry as ORCA input:
```
! wB97M-V def2-TZVPD RIJCOSX def2/J DEFGRID3
* xyz 0 3
V -0.2579 -0.1286 0.2656
C -7.0978 -2.4823 1.4530
C -6.7714 -2.4887 -0.0466
C -6.6379 -3.9398 -0.5296
C -7.9332 -1.8367 -0.7949
C -5.4513 -1.7583 -0.2825
C -4.2879 -2.2092 0.3334
C -3.0929 -1.5579 0.1124
Se -1.5283 -2.2113 1.0058
C -0.7417 -3.2019 -0.4413
C -1.2274 -4.4600 -0.7500
C -0.6855 -5.1661 -1.8125
C 0.3580 -4.5546 -2.5034
C 0.8834 -3.2984 -2.2139
C 0.3013 -2.5900 -1.1431
O 0.7115 -1.3666 -0.7933
C 2.0367 -2.8060 -3.1060
C 2.5965 -1.4236 -2.7508
C 3.2045 -3.7998 -3.0072
C 1.5454 -2.7368 -4.5597
C -1.1812 -6.5458 -2.2402
C -2.3343 -7.0316 -1.3621
C -0.0343 -7.5599 -2.1383
C -1.6760 -6.4815 -3.6916
C -2.9667 -0.4293 -0.7163
O -1.7694 0.1433 -0.8815
C -4.1334 0.0487 -1.3388
C -5.3273 -0.6405 -1.0924
C -4.2486 1.2837 -2.2497
C -4.8665 0.8697 -3.5944
C -5.1556 2.3161 -1.5645
C -2.9243 1.9809 -2.5689
H -8.0410 -3.0016 1.6375
H -6.3220 -2.9818 2.0347
H -7.1891 -1.4603 1.8248
H -7.5713 -4.4827 -0.3636
H -6.4055 -3.9729 -1.5958
H -5.8449 -4.4665 0.0036
H -8.8512 -2.3920 -0.5947
H -8.0919 -0.8055 -0.4732
H -7.7710 -1.8412 -1.8746
H -4.3025 -3.0689 0.9923
H -2.0371 -4.8668 -0.1592
H 0.7958 -5.0982 -3.3321
H 3.0021 -1.3994 -1.7397
H 3.4044 -1.1966 -3.4532
H 1.8343 -0.6494 -2.8318
H 3.5710 -3.8602 -1.9809
H 2.9180 -4.8039 -3.3199
H 4.0279 -3.4735 -3.6472
H 0.7084 -2.0412 -4.6495
H 2.3522 -2.3917 -5.2113
H 1.2120 -3.7073 -4.9276
H -2.0339 -7.1232 -0.3165
H -3.1930 -6.3592 -1.4172
H -2.6607 -8.0163 -1.7012
H 0.3347 -7.6255 -1.1132
H -0.3771 -8.5510 -2.4443
H 0.8042 -7.2836 -2.7793
H -2.4945 -5.7659 -3.7894
H -0.8809 -6.1772 -4.3738
H -2.0359 -7.4618 -4.0125
H -6.2194 -0.2582 -1.5680
H -5.8635 0.4442 -3.4831
H -4.9503 1.7420 -4.2469
H -4.2394 0.1277 -4.0928
H -6.1522 1.9183 -1.3700
H -4.7271 2.6294 -0.6106
H -5.2638 3.1988 -2.1997
H -2.2534 1.3018 -3.0964
H -3.1326 2.8351 -3.2198
H -2.4315 2.3342 -1.6656
N 0.2476 2.1396 -1.8873
N 1.6263 2.1830 -1.9747
C 2.3617 1.5788 -1.0256
N 3.6869 1.5826 -1.1510
N 1.6682 1.0622 -0.0123
N 2.2956 0.2482 0.8718
O 3.4952 0.1041 0.9627
O 1.4848 -0.3402 1.5925
H -0.1825 1.6302 -2.6448
H -0.1608 3.0496 -1.7340
H 2.0920 2.6303 -2.7498
H 4.1158 1.8924 -2.0047
H 4.2262 1.0817 -0.4607
Se -1.3946 1.5315 1.9140
C 0.1206 2.1103 2.7883
N 1.0857 2.4596 3.3180
*
```

Energy above the lowest of the compared OMol25 structures with the same formula, charge and spin: 14.3 kcal per mole
HOMO energy (spin up / spin down): -7.6 / -7.8 eV
Calculated total energy: -7546.515753 hartree
Molecular weight: 762.59 g/mol
HOMO-LUMO gap (spin up / spin down): 7.07 / 7.23 eV
LUMO level (spin up / spin down): -0.6 / -0.6 eV



no.,strongest force on any atom (eV/Å)
1,5.95
2,0.66